No. 1
Formula: C24H37N8O3S4Ti
Source: OMol25
Level of theory: ωB97M-V/def2-TZVPD

```
77
Properties=species:S:1:pos:R:3:lowdin_charge:R:1
C 3.09 -1.46 0.40 -0.242
H -0.09 3.25 -0.03 0.102
C -4.01 -2.09 1.11 -0.050
C -5.42 -2.85 -0.71 -0.296
N 3.96 0.50 -2.55 0.109
Ti 0.29 0.25 1.30 0.876
C -1.87 0.64 3.74 -0.380
C 0.59 2.32 -3.30 -0.101
O -1.56 -2.29 2.65 -0.311
C -2.90 -2.65 0.47 -0.320
H 2.43 -0.89 3.30 0.114
H 4.42 0.22 -3.40 0.116
C 0.54 0.36 -4.88 0.005
N 1.36 1.92 2.24 -0.133
N 0.03 0.04 -2.59 0.131
H 1.43 2.72 -0.76 0.058
H -0.68 -0.45 5.14 0.145
H 2.65 1.96 3.93 0.127
H 0.68 2.83 4.00 0.106
H -7.46 -2.66 -0.78 0.110
H -6.12 -1.76 1.01 0.121
C 1.86 -0.06 3.71 -0.131
C 3.14 -2.63 -0.26 -0.349
N -6.64 -2.94 -1.29 0.139
H -0.35 -2.85 -4.26 0.123
H 3.93 -0.87 0.72 0.087
C 0.87 -1.89 0.28 -0.718
H 1.98 -0.09 4.79 0.132
S 3.92 1.85 -0.25 0.642
N -0.46 -1.55 0.51 -0.215
H -1.10 3.71 1.73 0.069
H 0.82 1.03 -5.68 0.130
N 0.43 -0.25 3.34 -0.165
H 4.01 -3.18 -0.58 0.087
H -2.43 -0.26 3.51 0.058
H 0.42 -1.38 -6.13 0.127
H 5.68 2.14 -3.36 0.119
C 0.58 2.99 2.94 -0.192
H 3.28 1.11 2.54 0.091
H -1.47 3.48 3.42 0.099
S -1.73 1.49 2.14 0.965
C -5.25 -2.18 0.52 -0.010
H -0.59 -1.83 -1.99 0.083
H 0.31 2.88 -4.20 0.129
H 1.03 3.96 2.73 0.139
H 1.66 2.52 -3.15 0.124
C -0.25 -1.25 -2.84 -0.076
O -0.78 -4.01 1.04 -0.298
H 5.68 3.12 -1.94 0.104
C -0.92 3.06 2.59 -0.380
H -0.10 0.62 -1.41 0.118
H -2.46 1.26 4.41 0.102
C -0.53 0.29 4.35 -0.195
H -1.25 2.50 -2.17 0.137
S 1.55 -3.26 -0.53 1.138
C 2.38 1.28 3.13 -0.138
C -4.28 -3.40 -1.34 -0.012
C -0.23 2.87 -2.12 -0.145
H 0.20 -1.25 3.26 0.108
C 0.30 -0.98 -5.13 -0.016
H 1.86 2.33 1.46 0.054
H -3.90 -1.62 2.07 0.106
S -1.38 -2.74 1.28 0.642
N 1.80 -1.03 0.70 -0.069
C -0.13 -1.80 -4.09 -0.025
H -0.08 1.16 4.82 0.113
H -2.19 -3.79 -1.22 0.117
C 0.35 2.58 -0.75 -0.229
N 5.29 2.35 -2.45 0.110
C -3.05 -3.32 -0.75 -0.063
H 3.50 -0.23 -2.03 0.071
O 0.06 1.22 -0.34 -0.346
H -4.40 -3.92 -2.29 0.120
H -6.78 -3.53 -2.09 0.109
C 4.43 1.54 -1.83 -0.925
C 0.39 0.86 -3.59 -0.219
H -0.28 3.95 -2.21 0.132
```

Its lowest unoccupied orbital energy (spin up / spin down) is -4.925 / -4.667 eV. As for the multiplicity: 2. As for the relative energy (zero: lowest compared OMol25 entry of this formula, charge and spin): 91.3 kJ/mol. The net charge is +2. The HOMO-LUMO gap (spin up / spin down) is 7.57 / 7.83 eV. For the HOMO energy (spin up / spin down), the calculation gives -12.50 / -12.50 eV. As for the expectation value of S²: 0.752.

No. 2
Formula: C24H37PPt
Source: OMol25
Level of theory: ωB97M-V/def2-TZVPD

```
63
Properties=species:S:1:pos:R:3:nbo_charge:R:1
C -1.73 0.14 3.38 -0.625
H -1.55 -2.83 -5.11 0.219
C 0.35 5.36 0.85 -0.150
H 1.90 1.85 3.31 0.233
H 0.59 5.06 -1.26 0.238
C -1.97 -0.87 1.07 -0.597
C 0.36 3.21 -0.21 -0.212
H 0.42 6.44 0.78 0.246
C 1.34 -1.41 2.22 -0.623
H -3.62 1.14 1.68 0.238
C -1.48 -3.37 -2.98 -0.283
C 2.38 0.94 -2.17 -0.654
H 2.39 1.43 -3.14 0.257
H 2.91 1.45 1.03 0.232
H -2.10 -0.68 -0.08 0.185
H 0.80 0.67 4.05 0.223
H 2.23 1.70 -1.41 0.249
C -1.30 -4.63 -2.13 -0.611
H -2.09 -4.46 -4.74 0.249
H -2.54 1.74 0.41 0.220
C 0.18 2.59 1.02 -0.376
H -2.44 2.40 2.03 0.243
H 2.26 -1.82 2.65 0.252
H -0.11 2.92 3.14 0.224
C 0.14 4.75 2.08 -0.188
C 1.67 0.79 3.41 -0.627
C -0.83 -0.95 -3.04 -0.339
Pt -0.47 -0.31 -0.77 0.573
C -2.60 1.49 1.47 -0.621
C 2.77 0.39 1.22 -0.614
H 2.76 -0.14 0.27 0.195
C 1.52 0.10 2.04 -0.356
H -2.77 -0.12 3.61 0.246
C 0.09 0.10 -2.88 -0.173
H 1.05 -3.53 -1.85 0.266
H -1.11 -0.68 3.73 0.223
H 3.36 0.50 -2.01 0.249
H 3.64 0.03 1.78 0.251
H 2.58 -1.69 -1.36 0.248
H -0.37 -5.15 -2.38 0.218
C -1.36 -3.70 -4.48 -0.592
H -3.02 -1.15 1.22 0.297
H -1.30 -4.41 -1.06 0.209
H -1.49 1.04 3.94 0.235
H 0.39 2.61 -1.11 0.204
C -1.61 0.38 1.88 -0.351
C 1.31 -0.12 -2.17 -0.097
H -2.48 -2.97 -2.80 0.229
H -0.36 -4.08 -4.71 0.221
H 0.05 5.36 2.98 0.246
H -0.13 1.08 -3.29 0.264
C -0.50 -2.27 -2.68 0.162
P 0.06 0.80 1.15 1.324
H 1.18 -1.91 1.26 0.205
C 0.05 3.37 2.17 -0.209
H -1.34 -1.74 1.24 0.256
C 0.76 -2.52 -2.10 -0.269
H 2.51 0.32 3.92 0.249
H -2.12 -5.32 -2.33 0.251
C 1.62 -1.49 -1.82 -0.071
C 0.45 4.59 -0.30 -0.185
H 0.53 -1.67 2.90 0.222
H -1.78 -0.75 -3.52 0.274
```

Its lowest unoccupied orbital energy is -8.099 eV. As for the relative energy (zero: lowest compared OMol25 entry of this formula, charge and spin): 0.0 kJ/mol. The net charge is +2. The HOMO-LUMO gap is 7.17 eV. For the HOMO energy, the calculation gives -15.27 eV.